Molecular formula: C23H41BO4
Method: DFT, ωB97M-V/def2-TZVPD

Results
**SMILES**: BCc1ccccc1.C1CCOC1.C1CCOC1.C1CCOC1.C1CCOC1
**HOMO-LUMO gap**: 8.646 eV

Each line ends with the Löwdin charge.
Atoms and positions in Å:
B 0.017 -5.375 -0.791  0.031
C -0.443 -5.369 -2.374  -0.208
C -2.053 -5.167 -2.318  -0.199
C -2.877 -6.460 -2.064  -0.035
C -4.416 -6.312 -1.994  -0.077
C -5.024 -4.903 -2.132  -0.089
C -4.206 -3.599 -2.376  -0.057
C -2.670 -3.750 -2.478  -0.025
H -0.214 -4.357 -0.207  0.016
H 0.484 -6.310 -0.246  0.007
H 0.013 -4.505 -2.961  0.098
H -0.211 -6.363 -2.900  0.092
H -2.319 -7.459 -1.956  0.105
H -5.021 -7.261 -1.819  0.086
H -6.153 -4.796 -2.062  0.077
H -4.667 -2.559 -2.458  0.089
H -1.937 -2.883 -2.636  0.098
C -0.717 0.082 0.586  -0.161
C -1.775 1.038 0.085  -0.180
C -1.479 1.085 -1.402  -0.197
O -0.934 -0.193 -1.757  -0.148
C -0.623 -0.911 -0.555  -0.208
H -0.966 -0.387 1.540  0.109
H 0.235 0.611 0.701  0.105
H -2.769 0.612 0.254  0.110
H -1.739 2.020 0.558  0.103
H -0.726 1.847 -1.633  0.105
H -2.371 1.284 -2.001  0.116
H -1.361 -1.714 -0.443  0.103
H 0.369 -1.360 -0.640  0.116
C -3.418 1.612 4.913  -0.178
C -4.477 2.568 4.413  -0.179
C -4.183 2.615 2.927  -0.203
O -3.638 1.337 2.571  -0.158
C -3.325 0.619 3.772  -0.199
H -3.664 1.143 5.867  0.114
H -2.465 2.141 5.027  0.117
H -5.472 2.142 4.584  0.116
H -4.442 3.551 4.886  0.114
H -3.430 3.377 2.694  0.115
H -5.075 2.813 2.328  0.119
H -4.063 -0.183 3.884  0.119
H -2.333 0.171 3.685  0.112
C 3.095 4.507 0.417  -0.176
C 1.721 5.106 0.617  -0.178
C 0.837 3.874 0.619  -0.209
O 1.625 2.798 1.148  -0.146
C 2.996 3.219 1.209  -0.196
H 3.909 5.152 0.754  0.114
H 3.252 4.283 -0.643  0.116
H 1.671 5.603 1.592  0.115
H 1.441 5.831 -0.150  0.114
H 0.536 3.600 -0.398  0.109
H -0.062 4.005 1.225  0.113
H 3.250 3.381 2.263  0.117
H 3.640 2.432 0.812  0.103
C 6.984 -0.031 -1.545  -0.180
C 6.162 0.273 -2.778  -0.180
C 4.790 0.531 -2.187  -0.201
O 4.999 1.075 -0.877  -0.155
C 6.379 0.911 -0.523  -0.206
H 8.056 0.121 -1.682  0.114
H 6.821 -1.070 -1.238  0.116
H 6.539 1.181 -3.260  0.116
H 6.164 -0.531 -3.517  0.114
H 4.223 -0.400 -2.078  0.119
H 4.201 1.229 -2.786  0.118
H 6.854 1.897 -0.563  0.118
H 6.454 0.529 0.497  0.118

Atoms 1-3, force components in eV/Å:
-0.9 0.7 -1.7
-0.9 -0.2 0.2
-1.7 -0.3 0.2



Molecular formula: C23H41Br6NO3
Method: DFT, ωB97M-V/def2-TZVPD

Results
**SMILES**: c1ccncc1.C1CCOC1.C1CCOC1.C1CCOC1.BrCCBr.BrCCBr.BrCCBr
**HOMO-LUMO gap**: 9.795 eV

Each line ends with the Löwdin charge.
Atoms and positions in Å:
Br -2.552 9.119 -22.596  0.693
C -3.428 10.847 -22.660  -0.702
C -4.340 10.895 -23.843  -0.692
Br -5.377 12.543 -23.787  0.691
H -2.634 11.580 -22.770  0.002
H -3.947 11.006 -21.723  0.028
H -5.085 10.105 -23.844  0.001
H -3.820 10.838 -24.797  0.044
Br -2.897 17.504 -24.601  0.640
C -3.725 15.783 -24.845  -0.740
C -2.721 14.671 -24.866  -0.726
Br -1.985 14.373 -23.100  0.671
H -4.243 15.856 -25.798  0.030
H -4.510 15.582 -24.116  0.046
H -1.900 14.896 -25.543  0.060
H -3.159 13.745 -25.219  0.003
Br -4.420 5.223 -19.348  0.630
C -4.721 6.542 -20.748  -0.718
C -6.155 7.023 -20.614  -0.699
Br -6.405 8.573 -21.748  0.682
H -4.564 6.020 -21.685  0.055
H -4.017 7.354 -20.618  0.003
H -6.336 7.346 -19.594  0.043
H -6.860 6.253 -20.902  0.057
N 0.218 12.528 -19.916  0.062
C 0.357 11.851 -18.795  -0.172
C 0.492 10.472 -18.732  -0.073
C 0.467 9.757 -19.914  -0.085
C 0.376 10.462 -21.101  -0.112
C 0.204 11.838 -21.053  -0.162
H 0.363 12.449 -17.889  0.104
H 0.588 10.018 -17.754  0.101
H 0.528 8.677 -19.969  0.107
H 0.417 9.933 -22.043  0.079
H 0.076 12.429 -21.955  0.066
C -3.126 8.724 -29.227  -0.155
C -2.890 9.289 -27.826  -0.183
C -2.435 8.075 -27.028  -0.207
O -1.743 7.247 -27.951  -0.135
C -2.299 7.429 -29.245  -0.199
H -2.859 9.455 -29.990  0.106
H -4.187 8.517 -29.386  0.107
H -3.790 9.713 -27.373  0.091
H -2.137 10.076 -27.759  0.111
H -3.302 7.504 -26.668  0.123
H -1.794 8.331 -26.188  0.111
H -2.887 6.553 -29.534  0.115
H -1.485 7.503 -29.972  0.116
C -5.024 10.842 -18.652  -0.156
C -3.628 11.471 -18.770  -0.152
C -3.882 12.932 -19.182  -0.182
O -5.267 13.177 -18.953  -0.135
C -5.960 11.962 -19.117  -0.218
H -5.262 10.515 -17.642  0.106
H -5.164 9.955 -19.282  0.069
H -2.983 10.935 -19.468  0.091
H -3.121 11.440 -17.805  0.105
H -3.706 13.098 -20.249  0.100
H -3.321 13.649 -18.593  0.120
H -6.303 11.818 -20.153  0.104
H -6.862 12.005 -18.502  0.119
C -5.209 12.318 -28.801  -0.156
C -6.229 13.331 -28.269  -0.156
C -5.314 14.538 -28.162  -0.184
O -4.110 14.009 -27.551  -0.176
C -3.972 12.641 -27.919  -0.205
H -4.977 12.588 -29.831  0.112
H -5.527 11.280 -28.720  0.105
H -6.545 13.057 -27.261  0.111
H -7.051 13.487 -28.964  0.115
H -5.667 15.369 -27.554  0.114
H -5.027 14.929 -29.146  0.123
H -3.936 11.987 -27.045  0.086
H -3.083 12.530 -28.545  0.118

Atoms 1-3, force components in eV/Å:
0.0 -0.2 0.0
0.4 0.3 -0.1
-0.6 -0.3 -0.3



Molecular formula: C23H41ClOsP2
Method: DFT, ωB97M-V/def2-TZVPD

Results
**Net charge**: +2
**Spin multiplicity**: 5
**HOMO-LUMO gap (spin up / spin down)**: 5.732 / 5.998 eV

Each line ends with the Löwdin spin population.
Atoms and positions in Å:
Os -0.501 0.179 0.570  1.250
C -1.049 -1.563 1.970  0.022
C 0.312 -2.015 1.701  0.047
C 0.453 -0.021 2.855  0.019
C -0.951 -0.323 2.713  0.068
C 1.205 -1.104 2.316  0.022
C -2.271 -2.434 2.079  0.004
H -2.136 -3.407 1.596  0.000
H -3.159 -1.945 1.656  0.000
H -2.496 -2.626 3.144  0.001
C -2.027 0.153 3.638  0.015
H -2.981 0.285 3.113  0.002
H -1.767 1.111 4.104  0.000
H -2.208 -0.569 4.457  0.005
C 1.039 1.046 3.690  0.003
H 1.483 0.632 4.609  0.001
H 0.290 1.798 3.972  0.000
H 1.845 1.573 3.155  0.000
C 2.655 -1.310 2.500  0.005
H 2.874 -1.644 3.531  0.002
H 3.235 -0.379 2.343  0.002
H 3.059 -2.068 1.811  0.000
C 0.749 -3.275 1.046  0.014
H 1.401 -3.837 1.737  0.003
H 1.343 -3.074 0.131  0.004
H -0.099 -3.923 0.766  0.000
C -0.966 1.717 -1.879  0.621
C -1.907 0.642 -2.104  0.119
C -1.585 -0.237 -3.358  0.010
C -0.138 -0.745 -3.441  0.059
C 0.815 -0.238 -2.331  0.196
C 1.618 0.888 -2.771  0.567
C 1.232 2.256 -3.026  0.130
C -0.313 2.294 -3.131  0.080
H -1.784 0.383 -4.247  0.001
H 0.308 -0.495 -4.416  0.006
H -2.268 -1.104 -3.411  0.001
H -0.593 1.747 -4.048  0.002
H -1.206 2.462 -1.105  0.024
H -2.911 1.088 -2.266  0.037
H -0.635 3.342 -3.285  0.018
H 1.616 2.967 -2.274  0.033
H 2.562 0.597 -3.242  0.023
H 1.683 2.574 -3.979  0.014
H -0.116 -1.842 -3.359  0.004
H 1.500 -1.062 -2.002  0.009
P -2.358 -0.476 -0.712  0.049
C -3.801 0.267 0.086  0.003
C -1.912 -2.179 -1.143  0.021
P 2.674 1.292 0.778  0.033
C 1.011 1.133 0.135  0.223
C 3.573 0.224 -0.383  0.027
C 2.597 3.077 0.361  0.012
H -3.495 1.107 0.734  -0.001
H -4.386 -0.451 0.679  0.000
H -4.448 0.691 -0.693  0.000
H -0.994 -2.197 -1.730  0.002
H -2.722 -2.645 -1.704  0.003
H -1.694 -2.813 -0.289  0.001
H 2.461 3.278 -0.713  0.002
H 3.571 3.469 0.717  0.003
H 1.766 3.539 0.929  0.001
H 0.744 1.866 -0.664  0.044
H 0.215 -0.053 -1.414  0.065
H 4.507 -0.011 0.145  0.003
H 3.808 0.731 -1.324  0.006
H 3.068 -0.731 -0.599  0.001
Cl -1.388 2.391 1.279  0.059

Atoms 1-3, force components in eV/Å:
0.3 -1.4 5.7
0.0 0.3 0.6
-0.6 0.7 -0.5



Number 1: E_tot -1226.54291 a.u.. Number 2: E_tot -16625.48750 a.u.. Number 3: E_tot -2133.68580 a.u..